# 1
This record from OMol25 describes a structure of composition C36H28B3InN8O28 at a distorted geometry. The level of theory is ωB97M-V/def2-TZVPD.

Its HOMO energy (spin up / spin down) is -8.3 / -8.3 eV. The value obtained for the electronic energy is -4198.493290 Ha. The orbital gap (spin up / spin down) comes out at 8.38 / 3.83 eV. Its LUMO energy (spin up / spin down) is 0.08 / -4.43 eV.

Structure (ORCA input):
```
! RIJCOSX wB97M-V def2-TZVPD def2/J DEFGRID3
* xyz -1 2
O -5.292 -3.175 1.976
C 4.079 3.159 -3.210
H -1.575 5.875 1.865
H -0.671 3.494 4.159
C 1.153 4.554 3.998
N 6.350 3.733 -2.384
C 0.329 -2.713 1.591
C -0.121 1.460 0.188
O -1.535 -2.118 5.071
C -1.335 0.677 -0.426
O -4.479 1.770 0.633
C 0.200 4.821 -2.233
B -4.462 -3.194 0.758
H -1.292 4.167 2.043
B -3.298 0.586 3.703
H 2.037 5.011 0.900
O 7.175 3.631 -1.517
C -5.280 1.449 3.000
H 0.827 4.014 -1.855
C 4.427 -1.940 -1.815
C -2.552 4.522 0.446
O -4.559 1.192 4.119
O -2.149 1.226 4.386
H 4.443 -2.107 -2.892
O -1.095 -0.554 -0.231
O -4.574 -0.812 -1.779
C 1.281 -2.670 0.379
C -1.310 -3.545 -2.517
C 0.291 -6.856 0.033
O 1.990 -3.624 0.071
C 0.367 3.328 3.872
H 2.490 3.750 -0.222
N 0.181 6.620 -0.350
O -4.314 -1.837 0.170
O 0.663 0.601 0.734
H 4.718 -0.913 -1.591
C 0.148 -5.208 -3.459
O -5.799 -3.440 -2.433
C -2.058 4.901 1.792
O -5.044 -4.011 4.170
C -4.627 -3.730 3.022
C 2.667 1.592 -1.999
C 3.714 1.401 -1.025
C 1.005 -4.186 -3.890
H -0.747 -6.999 -0.267
H 0.673 2.424 4.397
H -2.841 4.924 2.550
C -4.278 1.395 1.797
B 0.107 -0.700 0.541
H 4.103 3.788 -4.088
N 4.874 5.861 -0.288
H -2.177 -3.309 -1.918
O 2.678 -2.194 -4.859
H 3.193 3.881 1.435
N 5.943 -3.495 -0.296
H 3.582 0.667 -0.244
H 1.687 1.152 -1.892
C -4.553 -1.843 -1.071
C 0.292 -6.681 1.498
H 1.872 -4.436 -4.484
H 3.388 -1.964 -1.484
O -0.393 0.623 5.672
O -5.002 -3.973 -0.390
C -5.171 -3.183 -1.407
C 2.882 4.422 0.541
C -1.445 0.351 5.027
H 0.876 -7.753 -0.172
O 0.233 -3.566 2.475
H -1.669 -5.589 -2.351
H 2.134 2.550 -3.805
O -3.172 -3.680 1.251
O -6.441 1.771 2.817
O -3.163 -0.843 4.060
O -3.151 0.918 2.270
C 5.087 2.966 -2.279
O 1.539 -0.693 -3.687
N 1.718 -1.831 -4.138
O -0.267 -1.545 1.687
O 6.440 4.458 -3.386
C -2.045 -1.050 4.744
O -2.420 -4.620 3.229
H -0.793 -1.513 -2.882
H -0.840 4.514 -2.346
O -2.303 1.173 -1.085
C 2.921 2.392 -3.082
N 0.217 -6.514 2.650
C -3.282 -4.038 2.580
C -0.978 -4.865 -2.755
In -4.865 2.206 -2.175
H 0.465 -6.186 -3.789
C 3.992 5.242 0.084
C 0.750 -2.847 -3.644
O 1.089 -1.510 -0.196
C -0.478 -2.538 -3.015
C 4.936 2.053 -1.228
H 0.698 5.151 -3.144
O 0.042 2.660 0.178
H 0.270 3.073 2.816
C 5.216 -2.834 -0.961
H 5.674 1.702 -0.522
N -2.927 4.208 -0.642
N 1.741 5.575 4.146
C 0.155 5.851 -1.232
H 0.824 -6.065 -0.495
*
```

# 2
This record from OMol25 describes a structure of composition C36H28BrF4N3PPtSb at a distorted geometry. The level of theory is ωB97M-V/def2-TZVPD.

Its HOMO energy (spin up / spin down) is -14.0 / -14.0 eV. The value obtained for the electronic energy is -5226.737673 Ha. The orbital gap (spin up / spin down) comes out at 6.49 / 6.49 eV. Its LUMO energy (spin up / spin down) is -7.49 / -7.48 eV.

Structure (ORCA input):
```
! RIJCOSX wB97M-V def2-TZVPD def2/J DEFGRID3
* xyz 2 1
C 0.101 -2.062 2.928
H -2.680 0.994 -4.395
F 0.194 -5.219 1.141
C 3.885 -0.741 -1.934
H 3.978 0.062 0.811
C 3.463 1.238 5.282
F 0.191 -4.349 5.747
C -2.939 -1.687 0.188
C -3.874 1.010 3.013
C 2.925 -0.412 -0.979
C 1.322 0.343 3.742
C -1.736 0.516 -2.535
H 0.303 6.258 -0.941
C 2.438 0.084 -3.628
H 2.668 -1.224 3.112
C 1.172 1.448 4.577
C 3.610 0.124 4.467
N -1.776 -0.121 -1.361
P -0.018 -0.228 2.654
C -3.923 -0.971 -1.962
C -3.140 0.573 5.253
C -1.612 0.248 3.417
H 0.662 3.261 2.836
C 0.187 5.205 -0.718
H 2.208 0.310 -4.661
C 3.227 -0.649 0.462
H -4.642 1.333 2.323
C 0.161 -3.933 4.501
H 4.555 -0.402 4.424
F 0.170 -6.135 3.689
C -2.768 0.460 -3.459
H -3.934 -1.594 0.624
H 2.331 -0.513 1.053
C 0.050 4.764 0.577
C -2.852 -0.883 -1.073
C -0.081 3.404 0.849
C -4.147 0.934 4.371
Pt -0.098 0.223 0.206
H -4.720 -0.348 -3.856
H 4.827 -1.163 -1.612
Br 0.275 -2.532 0.076
H -0.437 1.956 2.361
C 0.137 -2.574 4.226
F 0.176 -1.753 5.268
H -4.777 -1.576 -1.694
C 0.146 -3.003 1.906
H 0.043 5.459 1.404
N 1.751 0.146 -1.338
H 2.114 2.728 6.015
H -3.331 0.551 6.317
C 2.236 1.882 5.351
H 4.377 -0.755 -4.024
C 2.546 -0.329 3.709
H -1.073 3.557 2.719
H 0.254 4.558 -2.765
C 0.027 2.916 -1.413
H -5.130 1.186 4.744
C -3.894 -0.292 -3.160
C 0.156 -4.845 3.456
C -0.239 3.012 2.275
C -2.616 0.678 2.542
C 0.162 -4.365 2.157
H -2.206 -1.391 0.930
H 3.631 -1.651 0.608
H -2.388 0.796 1.488
H 0.220 1.959 4.637
H -1.108 0.008 5.507
C -1.876 0.240 4.788
H 4.300 1.591 5.868
C 1.534 0.406 -2.629
C 0.166 4.257 -1.730
H -2.796 -2.743 -0.051
C 3.639 -0.510 -3.272
N -0.081 2.491 -0.141
Sb -0.075 1.715 -3.231
*
```

# 3
This record from OMol25 describes a structure of composition C36H28BrIrN3O6P2. The level of theory is ωB97M-V/def2-TZVPD.

Its HOMO energy (spin up / spin down) is -13.9 / -14.3 eV. The value obtained for the electronic energy is -5364.948218 Ha. The orbital gap (spin up / spin down) comes out at 6.96 / 6.36 eV. Its LUMO energy (spin up / spin down) is -6.97 / -7.99 eV.

Structure (ORCA input):
```
! RIJCOSX wB97M-V def2-TZVPD def2/J DEFGRID3
* xyz 2 2
H 1.876 -3.590 -1.421
C -0.571 6.967 1.217
H 0.824 2.098 -2.821
Br -1.729 -2.483 -2.557
H -5.183 0.339 -0.164
N -0.068 4.476 -1.397
H 3.429 -1.942 -3.945
C 3.687 2.844 2.188
H -0.477 -0.078 2.388
H 1.528 -6.070 2.849
C 0.915 -4.329 1.765
C -3.404 -1.639 3.055
C 2.747 1.484 0.439
C 2.856 -1.059 -3.698
C -5.937 -1.598 -0.698
P 1.353 0.689 -0.343
H 2.941 -6.938 1.020
H -2.477 0.157 3.793
H 5.808 3.141 2.099
O -0.597 2.265 1.643
C -2.744 0.276 -0.933
C -0.679 3.559 1.913
C 2.407 -6.006 0.891
H 6.102 1.771 0.065
N -0.266 3.626 -0.377
C -0.482 4.372 0.697
H -4.276 -1.538 3.689
H 0.123 4.146 -2.329
O -0.508 8.034 0.682
Ir -0.670 1.622 -0.242
C -4.969 -0.615 -0.625
H 4.160 0.737 -1.019
O -1.426 -0.025 -0.961
C 1.825 -4.117 -0.475
C -5.633 -2.808 -1.304
C 1.037 -3.615 0.569
H -2.115 -3.696 0.696
C -3.685 -0.829 -1.140
C -2.396 -0.682 3.115
C 1.402 1.216 -3.067
C -2.189 -2.860 1.383
C -0.407 5.727 0.388
O -3.055 1.428 -0.647
N 1.293 -0.841 0.428
C 2.515 -5.308 -0.306
C 2.478 -0.173 -4.699
H 3.561 3.437 3.083
P 0.166 -2.089 0.311
H 0.298 -3.951 2.571
C 2.584 2.252 1.595
C -3.395 -2.057 -1.752
H -6.924 -1.420 -0.294
H 1.610 2.365 2.045
H -4.086 -3.470 2.159
O -0.845 4.013 3.015
C 4.021 1.311 -0.111
H -0.001 6.588 -1.629
C -1.274 -0.807 2.314
C -3.299 -2.729 2.197
C -4.369 -3.036 -1.834
C -0.139 5.747 -0.969
H 1.450 1.651 -5.165
C 5.118 1.902 0.493
C 1.610 -5.521 1.921
C 1.750 0.966 -4.384
H -4.145 -3.972 -2.325
H 3.121 -5.700 -1.111
H 2.188 -1.130 0.814
C 2.503 -0.810 -2.381
C -1.167 -1.903 1.455
H -0.823 5.871 2.798
H -6.384 -3.583 -1.380
C 4.950 2.672 1.636
H 2.748 -0.372 -5.727
O -0.777 6.807 2.516
H 2.808 -1.507 -1.611
C 1.778 0.337 -2.055
*
```

# 4
This record from OMol25 describes a structure of composition C36H28F5N2P2RuS3. The level of theory is ωB97M-V/def2-TZVPD.

Its HOMO energy (spin up / spin down) is -7.3 / -7.2 eV. The value obtained for the electronic energy is -3969.670835 Ha. The orbital gap (spin up / spin down) comes out at 6.63 / 6.65 eV. Its LUMO energy (spin up / spin down) is -0.64 / -0.59 eV.

Structure (ORCA input):
```
! RIJCOSX wB97M-V def2-TZVPD def2/J DEFGRID3
* xyz 0 2
C 2.734 1.603 3.237
C -0.999 -3.180 0.277
C 3.963 1.738 -2.298
H 4.678 -0.226 -4.958
H 0.829 -6.154 -3.631
C -3.933 4.369 1.778
C -0.175 -0.551 4.916
C 1.944 -4.537 -2.768
C 2.797 1.121 -1.875
C 0.819 -5.109 -3.351
C 4.156 0.154 -4.090
F -3.799 4.194 3.096
C -0.917 0.331 4.144
C -3.169 3.625 0.896
H 2.140 0.924 3.853
H -1.213 -2.399 -3.384
C -0.651 -1.106 2.222
H 3.182 2.353 3.884
C 2.986 -0.464 -3.670
F -4.320 4.920 -2.246
H 0.481 -2.905 2.581
H 5.559 1.737 -3.733
H 0.890 -2.416 4.942
H 0.777 5.450 -0.086
C 4.648 1.253 -3.404
S -0.783 0.394 -2.833
H -1.369 -7.011 -0.036
N 1.275 1.554 1.251
C 0.458 -0.571 -0.339
C 0.645 3.583 0.917
H 0.880 -5.993 0.106
C -1.161 0.049 2.808
H 2.829 -5.134 -2.592
S -2.331 2.827 -1.648
C 2.305 0.006 -2.551
H -1.319 1.238 4.578
C 1.877 2.256 2.209
H -0.596 5.315 1.005
H -3.145 -3.126 0.181
H 2.609 -1.309 -4.230
C 0.009 4.768 0.281
C 1.496 3.576 2.027
N 0.516 2.335 0.446
C 1.931 -3.201 -2.406
H -1.195 -4.791 -4.015
H 3.535 1.027 2.773
C 0.085 -1.991 3.007
F -2.297 2.755 1.442
F -5.800 6.376 -0.559
C -3.260 3.758 -0.483
C -2.262 -3.755 0.184
C 0.321 -1.715 4.345
Ru -0.975 1.190 -0.680
S -2.544 -0.436 -0.186
C -0.325 -3.000 -3.222
P -0.828 -1.379 0.427
C -1.265 -5.938 0.055
P 0.727 -0.719 -2.029
H 2.266 1.510 -1.018
H 1.116 -3.543 0.294
H 4.334 2.603 -1.763
H 1.295 0.557 0.953
H -1.766 0.729 2.224
H -0.618 4.478 -0.558
C -4.944 5.474 -0.077
C -4.172 4.714 -0.935
C -2.394 -5.132 0.076
C -0.315 -4.344 -3.571
H 1.796 4.422 2.622
C 0.131 -3.992 0.247
F -5.571 6.026 2.131
C -0.003 -5.367 0.138
H -3.380 -5.572 0.001
C 0.799 -2.422 -2.643
H 0.005 -0.339 5.962
H 2.806 -2.759 -1.941
C -4.830 5.300 1.293
*
```

# 5
This record from OMol25 describes a structure of composition C36H29Cl2N5O3STc at a distorted geometry. The level of theory is ωB97M-V/def2-TZVPD.

Its HOMO energy (spin up / spin down) is -2.5 / -2.5 eV. The value obtained for the electronic energy is -3287.997639 Ha. The orbital gap (spin up / spin down) comes out at 4.27 / 4.16 eV. Its LUMO energy (spin up / spin down) is 1.77 / 1.67 eV.

Structure (ORCA input):
```
! RIJCOSX wB97M-V def2-TZVPD def2/J DEFGRID3
* xyz -1 1
C 10.896 12.359 7.563
C 9.844 17.027 11.086
C 14.054 7.999 9.333
H 6.085 10.742 13.585
H 11.936 19.182 12.611
H 16.391 6.715 7.125
C 7.837 9.391 13.306
C 10.539 7.292 8.877
O 10.379 11.852 9.923
C 9.208 9.408 13.060
H 11.987 9.844 13.512
Tc 11.535 12.912 11.470
C 11.505 10.488 12.740
C 10.429 15.823 11.361
O 13.577 14.943 9.172
C 11.888 9.991 11.363
H 14.042 14.380 15.752
H 12.261 15.901 5.959
H 11.309 13.530 5.772
H 7.294 8.505 13.527
C 11.670 7.928 8.427
C 14.597 7.444 8.096
C 12.971 15.241 6.532
H 18.101 12.124 10.931
N 12.329 14.252 7.411
C 13.043 13.213 14.472
C 7.152 10.593 13.280
N 12.378 12.097 14.225
H 12.642 8.722 6.594
C 9.417 7.000 8.049
C 12.156 16.972 12.601
C 10.391 18.218 11.587
H 9.715 8.445 12.880
C 12.676 8.380 9.428
H 13.571 15.880 7.218
C 11.764 8.168 6.997
C 11.616 15.783 12.104
H 10.743 7.847 5.099
H 13.594 14.754 5.772
H 13.935 7.129 7.277
C 16.808 7.349 9.088
S 13.676 14.258 13.117
C 9.266 11.779 12.757
N 11.939 13.348 9.501
C 9.964 10.565 12.925
C 12.202 9.082 10.572
H 10.198 11.674 7.104
C 11.562 18.198 12.300
H 16.929 7.877 11.142
C 12.125 14.486 12.327
H 9.892 19.120 11.290
H 8.523 6.567 8.455
C 9.567 7.149 6.695
N 13.552 13.506 15.669
C 16.309 7.843 10.280
C 15.937 7.109 8.037
H 8.749 6.806 6.016
O 9.772 13.003 12.485
C 11.499 13.335 6.827
H 9.916 14.887 11.056
H 13.079 16.907 13.243
N 12.189 11.793 12.942
H 17.260 10.567 10.452
H 10.492 7.034 9.938
Cl 17.166 10.979 12.741
C 11.027 12.443 9.020
C 10.747 7.708 6.171
C 7.840 11.748 12.944
H 17.852 7.040 8.896
H 8.909 17.086 10.494
H 13.340 12.887 16.449
H 14.602 8.734 11.318
C 17.246 11.440 11.079
H 7.304 12.646 12.832
Cl 15.757 12.363 10.601
C 12.720 14.205 8.748
C 14.973 8.240 10.409
*
```

# 6
This record from OMol25 describes a structure of composition C36H29Cl3GaIN7PSSi at a distorted geometry. The level of theory is ωB97M-V/def2-TZVPD.

Its HOMO energy is -12.6 eV. The value obtained for the electronic energy is -6404.431236 Ha. The orbital gap comes out at 6.91 eV. Its LUMO energy is -5.68 eV.

Structure (ORCA input):
```
! RIJCOSX wB97M-V def2-TZVPD def2/J DEFGRID3
* xyz 2 1
C 3.346 5.307 -1.454
Ga 1.630 -0.038 0.372
H 2.361 -4.777 -1.766
H -3.366 1.613 -4.568
C 2.084 3.297 -1.787
H 4.017 3.632 -2.616
C -1.160 -0.690 -2.419
C 0.775 -2.875 -0.503
Cl 4.437 -0.131 2.125
H 2.347 -0.698 6.987
Cl 2.609 2.673 2.193
C 3.906 -1.324 -1.400
C -1.437 -3.822 -0.809
H -4.244 -5.039 -2.233
C 1.288 -0.549 3.459
H -1.679 1.522 4.028
C -2.858 0.492 0.495
H 5.574 -2.054 -2.523
C 1.082 5.142 -0.620
H -4.701 -0.041 1.432
C -2.023 -3.019 0.163
C -1.597 1.044 0.685
H -3.185 0.194 -0.494
C -1.890 -1.220 -3.465
H -1.823 -2.275 -3.695
H 4.261 5.859 -1.592
C -2.042 1.503 -2.889
H -0.135 -3.070 6.089
H -2.184 3.213 0.051
H -3.828 -2.330 1.052
C 1.116 -1.516 5.604
Cl 4.901 2.201 -0.144
C 2.283 5.859 -0.797
H 4.315 -0.335 -1.243
H -2.088 2.559 -2.670
C 0.992 3.775 -1.035
C 3.220 4.029 -2.008
C -2.757 0.971 -3.950
C -3.395 -2.942 0.278
H -3.266 -0.791 -5.049
N -0.031 -3.872 -0.939
N 2.699 -1.551 -0.899
C -4.197 -3.677 -0.583
H -0.499 -1.310 -1.827
S -0.978 -2.098 1.286
C 2.794 -3.791 -1.707
H -1.798 -5.140 -2.461
N 0.203 -2.463 5.362
C -2.016 1.243 3.042
H 4.585 -4.338 -2.747
N 1.526 -0.676 4.676
H 2.333 6.869 -0.421
C -1.259 0.662 -2.108
C 4.051 -3.549 -2.241
C -1.223 5.121 0.094
C -1.273 3.750 -0.174
N 0.450 -1.981 0.375
N 1.649 -1.401 6.815
I 2.002 1.412 -2.797
C 4.609 -2.287 -2.104
C -2.243 -4.534 -1.684
N 1.161 -0.290 2.323
H -2.105 5.625 0.461
C -0.043 5.789 -0.070
H -3.942 0.578 3.694
H 0.049 6.830 0.198
C -3.624 -4.469 -1.560
H 0.301 -4.462 -1.690
H -0.217 -2.536 4.450
C -1.181 1.424 1.959
H 1.394 -2.016 7.568
H -5.267 -3.620 -0.478
Si 3.519 1.300 1.004
P -0.363 1.241 -0.636
H -0.210 1.888 2.083
C -0.192 3.062 -0.689
C 2.129 -2.748 -1.070
C -3.704 0.346 1.582
C -2.696 -0.386 -4.227
C -3.281 0.704 2.851
*
```